(1)
Below is a 6-piece molecular cluster, C24H59NO6 overall in a non-equilibrium geometry, with properties calculated with wB97M-V/def2-TZVPD.

Last column: Mulliken charge in e.
Cartesian coordinates (Å):
C (-0.630, 0.085, -1.254)  -1.50
C (-0.578, 0.801, -2.517)  2.05
C (0.629, 0.299, -3.485)  -2.68
C (-1.914, 0.481, -3.279)  -1.23
C (-3.116, 1.325, -2.693)  -0.75
C (-2.965, 2.835, -2.673)  -0.99
C (-1.558, 3.246, -2.134)  2.27
C (-1.297, 4.536, -2.845)  -2.20
C (-1.713, 3.396, -0.603)  -1.71
N (-0.412, 2.303, -2.474)  0.17
O (0.758, 2.666, -1.834)  -0.64
H (0.234, 0.264, -0.614)  -1.33
H (-1.418, 0.252, -0.519)  0.55
H (-0.541, -0.995, -1.367)  0.90
H (0.662, 0.692, -4.501)  0.31
H (1.577, 0.516, -2.992)  0.09
H (0.669, -0.790, -3.486)  0.54
H (-1.860, 0.669, -4.351)  0.48
H (-2.208, -0.568, -3.251)  0.37
H (-3.979, 1.181, -3.342)  0.50
H (-3.457, 0.888, -1.754)  0.28
H (-3.780, 3.073, -1.989)  0.23
H (-3.136, 3.189, -3.690)  0.42
H (-1.316, 4.529, -3.934)  0.48
H (-0.351, 5.030, -2.624)  0.29
H (-2.136, 5.221, -2.725)  0.44
H (-0.764, 3.802, -0.255)  0.31
H (-1.967, 2.471, -0.086)  0.20
H (-2.435, 4.108, -0.203)  0.44
H (0.520, 2.410, -0.940)  -0.03
C (-1.559, -4.548, 0.129)  -0.93
C (-2.513, -5.324, 1.054)  0.41
C (-2.717, -4.760, 2.500)  -1.04
O (-3.696, -5.291, 0.429)  -0.57
H (-1.634, -4.929, -0.890)  0.44
H (-0.517, -4.609, 0.443)  0.26
H (-1.813, -3.488, 0.133)  0.08
H (-2.180, -6.362, 1.078)  0.28
H (-2.855, -3.679, 2.515)  0.12
H (-1.850, -4.838, 3.155)  0.34
H (-3.557, -5.236, 3.007)  0.39
H (-3.628, -5.685, -0.444)  0.34
C (2.386, 0.525, 3.291)  -1.78
C (3.313, -0.182, 2.318)  0.68
C (4.304, -1.106, 2.971)  -1.47
O (2.482, -0.943, 1.469)  -0.21
H (1.314, 0.533, 3.095)  0.67
H (2.479, 1.602, 3.427)  0.38
H (2.468, 0.146, 4.310)  0.35
H (3.769, 0.596, 1.705)  0.42
H (5.197, -0.516, 3.178)  0.40
H (4.645, -1.814, 2.216)  0.31
H (3.922, -1.608, 3.860)  0.38
H (2.941, -1.065, 0.635)  0.10
C (1.526, -1.492, -0.992)  -1.56
C (2.916, -1.389, -1.738)  0.17
C (3.103, -0.823, -3.093)  -1.82
O (3.643, -0.742, -0.732)  -0.56
H (1.141, -0.513, -0.709)  -0.54
H (1.465, -2.118, -0.102)  1.29
H (0.838, -2.014, -1.658)  0.96
H (3.384, -2.374, -1.732)  0.28
H (4.151, -0.846, -3.389)  0.49
H (2.786, 0.188, -3.349)  0.85
H (2.501, -1.270, -3.884)  0.51
H (4.557, -0.558, -0.960)  0.31
C (0.380, 3.709, 2.303)  -2.00
C (0.259, 2.411, 1.436)  0.33
C (1.399, 2.000, 0.520)  -0.64
O (0.080, 1.270, 2.251)  -0.57
H (-0.497, 3.756, 2.948)  0.36
H (0.564, 4.451, 1.526)  0.45
H (1.195, 3.655, 3.024)  0.36
H (-0.697, 2.554, 0.931)  -0.01
H (1.492, 2.807, -0.206)  0.69
H (1.170, 1.093, -0.039)  1.11
H (2.285, 1.920, 1.151)  0.43
H (-0.788, 1.377, 2.648)  0.28
C (0.018, -1.807, 1.750)  0.80
C (-1.385, -1.216, 1.960)  0.12
C (-1.674, -0.530, 3.282)  -1.80
O (-1.217, -0.211, 0.930)  -0.39
H (0.830, -1.101, 1.923)  -0.24
H (0.087, -2.106, 0.704)  -0.92
H (0.224, -2.641, 2.420)  0.38
H (-2.148, -1.943, 1.682)  0.69
H (-1.549, -1.240, 4.099)  0.37
H (-2.729, -0.262, 3.225)  0.51
H (-1.034, 0.332, 3.469)  0.39
H (-0.489, 0.339, 1.228)  0.30

Properties
Energy relative to the best compared isomer or geometry (same formula, charge and spin), kJ/mol: 1070.8
Molecular weight, g mol⁻¹: 457.74
SMILES: CC1(C)CCCC(C)(C)N1O.CC(C)O.CC(C)O.CC(C)O.CC(C)O.CC(C)O

=====

(2)
Below is C48H59F3InNOPS as an isolated structure, with properties calculated with wB97M-V/def2-TZVPD.

Last column: Mulliken charge in e.
Cartesian coordinates (Å):
In (-0.021, 0.583, 1.048)  2.19
S (1.962, -0.133, 5.094)  -0.32
C (0.303, 0.001, 5.458)  -0.60
C (-0.461, 0.164, 4.340)  -0.78
C (0.303, 0.177, 3.143)  -0.15
C (1.640, 0.035, 3.403)  0.31
C (2.695, 0.047, 2.392)  0.98
C (4.045, -0.119, 2.700)  -1.14
C (4.977, -0.108, 1.684)  -0.94
C (4.554, 0.080, 0.374)  -0.72
C (3.205, 0.249, 0.139)  -0.20
N (2.297, 0.221, 1.118)  0.13
H (-0.024, -0.043, 6.485)  0.50
H (-1.535, 0.276, 4.384)  0.39
H (4.346, -0.256, 3.729)  0.54
H (6.027, -0.241, 1.907)  0.44
H (5.257, 0.099, -0.445)  0.56
H (2.821, 0.411, -0.861)  0.54
C (4.742, 1.490, -3.745)  -1.82
C (4.115, 0.105, -3.897)  0.56
C (4.219, -0.359, -5.356)  -1.54
C (2.669, 0.033, -3.451)  -1.32
C (2.116, -1.190, -3.089)  -0.11
C (0.760, -1.334, -2.807)  -0.10
C (0.213, -2.742, -2.612)  1.94
C (-0.141, -3.393, -3.959)  -1.54
C (1.194, -3.678, -1.889)  -1.79
C (-0.069, -0.190, -2.822)  1.74
C (0.488, 1.065, -3.129)  0.62
C (1.842, 1.144, -3.446)  0.53
C (-0.355, 2.333, -3.183)  2.62
C (-1.100, 2.491, -4.517)  -1.51
C (0.462, 3.605, -2.943)  -2.22
C (-1.562, -0.386, -2.903)  -1.08
C (-1.982, -0.563, -4.230)  -0.74
C (-3.279, -0.879, -4.579)  -0.96
C (-4.217, -1.067, -3.578)  -1.27
C (-3.838, -0.870, -2.266)  -0.51
C (-2.537, -0.492, -1.897)  0.47
P (-2.359, -0.140, -0.105)  0.56
C (-3.444, 1.391, 0.201)  2.33
C (-2.851, 2.514, -0.660)  -1.86
C (-4.933, 1.336, -0.163)  -1.83
C (-3.306, 1.751, 1.688)  -1.78
C (-3.017, -1.668, 0.833)  2.91
C (-2.590, -2.925, 0.072)  -1.80
C (-4.528, -1.729, 1.070)  -1.86
C (-2.352, -1.686, 2.214)  -1.78
H (5.818, 1.429, -3.906)  0.45
H (4.565, 1.917, -2.758)  0.38
H (4.344, 2.185, -4.487)  0.39
H (4.679, -0.605, -3.283)  0.44
H (3.627, 0.294, -6.000)  0.32
H (3.847, -1.377, -5.473)  0.34
H (5.254, -0.329, -5.697)  0.45
H (2.751, -2.069, -3.096)  0.57
H (-0.700, -2.672, -2.024)  -1.06
H (0.721, -3.354, -4.628)  0.33
H (-0.978, -2.904, -4.450)  0.26
H (-0.406, -4.440, -3.806)  0.47
H (1.869, -4.153, -2.603)  0.51
H (0.648, -4.475, -1.381)  0.45
H (1.821, -3.169, -1.157)  0.38
H (2.258, 2.105, -3.711)  0.32
H (-1.095, 2.259, -2.382)  -1.82
H (-0.405, 2.393, -5.354)  0.32
H (-1.547, 3.485, -4.568)  0.51
H (-1.898, 1.762, -4.644)  0.21
H (1.057, 3.862, -3.822)  0.50
H (1.123, 3.514, -2.082)  0.38
H (-0.215, 4.440, -2.760)  0.44
H (-1.235, -0.460, -5.008)  0.63
H (-3.547, -0.998, -5.621)  0.45
H (-5.232, -1.358, -3.813)  0.51
H (-4.576, -1.021, -1.497)  0.34
H (-3.004, 2.310, -1.723)  0.35
H (-1.794, 2.677, -0.470)  -0.67
H (-3.379, 3.442, -0.421)  0.99
H (-5.083, 1.224, -1.232)  0.42
H (-5.360, 2.303, 0.114)  0.57
H (-5.500, 0.574, 0.360)  0.28
H (-2.262, 1.842, 2.000)  0.21
H (-3.804, 1.030, 2.335)  0.27
H (-3.772, 2.723, 1.858)  0.64
H (-3.043, -2.979, -0.918)  0.29
H (-2.920, -3.800, 0.639)  0.68
H (-1.507, -2.977, -0.027)  0.03
H (-5.114, -1.782, 0.156)  0.32
H (-4.887, -0.904, 1.681)  0.38
H (-4.727, -2.647, 1.628)  0.55
H (-1.269, -1.701, 2.145)  -0.11
H (-2.666, -2.588, 2.744)  0.75
H (-2.649, -0.831, 2.819)  0.06
F (-1.087, 10.040, 1.006)  -0.26
C (0.124, 9.574, 0.653)  0.84
F (0.371, 10.038, -0.586)  -0.25
F (1.024, 10.132, 1.473)  -0.28
C (0.168, 8.072, 0.692)  0.35
C (-0.840, 7.361, 0.050)  -1.10
C (-0.811, 5.981, 0.049)  0.00
C (0.229, 5.297, 0.688)  0.44
C (1.231, 6.021, 1.329)  -0.76
C (1.202, 7.406, 1.330)  -0.68
C (0.249, 3.862, 0.678)  1.09
C (0.257, 2.651, 0.642)  -2.12
H (-1.644, 7.894, -0.442)  0.40
H (-1.591, 5.418, -0.446)  0.41
H (2.033, 5.494, 1.828)  0.51
H (1.978, 7.969, 1.828)  0.46
C (1.127, -2.761, 1.385)  -1.15
O (0.449, -1.855, 0.504)  1.13
H (1.144, -3.765, 0.963)  0.35
H (0.572, -2.776, 2.320)  0.36
H (2.147, -2.430, 1.588)  0.25
H (0.887, -1.857, -0.362)  -1.08

Properties
Energy relative to the best compared isomer or geometry (same formula, charge and spin), kJ/mol: 6.6
Molecular weight, g mol⁻¹: 900.86
Total charge: +1

=====

(3)
Below is a 2-piece molecular cluster, C9H16N2O2 overall in a non-equilibrium geometry, with properties calculated with wB97M-V/def2-TZVPD.

Last column: Mulliken charge in e.
Cartesian coordinates (Å):
O (-0.690, 2.377, 4.565)  -0.63
C (-0.125, 2.374, 3.465)  0.50
C (1.245, 2.900, 3.445)  -0.25
C (1.878, 3.037, 2.306)  -0.25
N (1.245, 2.716, 1.045)  -0.16
C (0.087, 1.997, 1.108)  0.17
O (-0.310, 1.349, 0.093)  -0.62
N (-0.663, 1.936, 2.310)  -0.11
H (1.719, 3.010, 4.484)  0.31
H (2.987, 3.280, 2.293)  0.31
H (1.768, 2.401, 0.118)  0.33
H (-1.831, 1.892, 2.016)  0.39
C (1.655, -1.868, -0.258)  -1.13
C (0.440, -1.035, -0.685)  0.57
C (-0.329, -1.796, -1.743)  -1.16
C (-1.625, -1.148, -2.177)  0.01
C (-2.495, -2.293, -2.829)  -1.17
H (1.376, -2.514, 0.619)  0.28
H (2.029, -2.492, -1.207)  0.29
H (2.710, -1.277, 0.018)  0.25
H (0.740, -0.023, -1.266)  0.06
H (-0.309, -0.995, 0.183)  0.12
H (0.284, -1.819, -2.731)  0.32
H (-0.628, -2.905, -1.664)  0.21
H (-1.291, -0.466, -2.976)  0.24
H (-2.018, -0.707, -1.175)  0.21
H (-2.525, -3.410, -2.371)  0.26
H (-3.412, -1.933, -3.208)  0.39
H (-1.912, -2.589, -3.778)  0.28

Properties
Energy relative to the best compared isomer or geometry (same formula, charge and spin), kJ/mol: 444.3
Molecular weight, g mol⁻¹: 184.24
SMILES: O=c1cc[nH]c(=O)[nH]1.CCCCC